# C37H62Br10ClN2O3S

C37H62Br10ClN2O3S as an isolated structure at a distorted geometry (ωB97M-V/def2-TZVPD, the OMol25 dataset).

Geometry as XYZ:
```
116
Properties=species:S:1:pos:R:3:lowdin_charge:R:1
C -0.35 -1.78 -4.71 0.079
C -0.16 -0.57 -4.20 -0.094
C -0.03 0.80 -3.39 -0.095
C 1.06 0.80 -2.19 -0.328
N 2.31 0.37 -2.94 0.089
C 1.55 2.28 -1.69 -0.157
C 0.56 3.55 -1.89 -0.286
C 0.64 4.22 -3.39 -0.074
C -0.97 3.30 -1.39 -0.177
C -1.41 4.18 -0.11 -0.271
C -1.23 5.77 -0.29 -0.129
C 1.73 2.27 -0.07 -0.142
C 3.22 2.18 0.56 -0.590
Cl 4.57 2.81 -0.52 0.613
C 3.24 3.13 1.91 -0.270
C 4.25 2.49 3.02 -0.120
C 1.04 0.80 0.15 -0.058
C 0.84 0.48 1.71 -0.116
S -1.02 0.35 2.04 0.797
O -1.75 0.59 0.73 -0.393
O -1.43 1.47 3.00 -0.392
N 0.73 0.05 -0.90 0.089
C 0.12 -1.31 -0.96 -0.122
O 0.24 -2.13 0.21 -0.097
C 1.57 -2.61 0.47 -0.140
C 2.90 -2.21 -0.27 -0.114
C 4.35 -2.80 0.10 -0.216
C 5.62 -2.28 -0.78 -0.094
C 4.51 -3.82 1.29 -0.129
C 3.18 -4.21 2.07 -0.196
C 1.72 -3.64 1.70 -0.146
C 0.51 -4.14 2.62 -0.354
C 0.23 -2.99 3.76 -0.076
C -0.83 -4.59 1.83 -0.105
H -0.65 -2.77 -5.23 0.071
H 0.30 1.61 -4.17 0.135
H -1.10 1.09 -3.04 0.130
H 3.14 0.55 -2.31 0.084
H 2.33 -0.66 -3.07 -0.021
H 2.46 2.59 -2.34 0.127
H 0.97 4.39 -1.19 0.129
H 0.80 5.38 -3.33 0.097
H 1.58 3.76 -3.92 0.084
H -0.26 3.96 -4.04 0.075
H -1.65 3.65 -2.28 0.118
H -1.24 2.19 -1.21 0.084
H -0.90 3.84 0.86 0.100
H -2.56 4.00 0.03 0.004
H -1.84 6.37 0.50 0.035
H -0.11 6.01 -0.06 0.075
H -1.47 6.18 -1.34 0.086
H 1.10 3.05 0.52 0.144
H 3.41 1.07 0.83 0.119
H 2.21 3.24 2.40 0.102
H 3.56 4.20 1.60 0.121
H 3.78 1.61 3.62 0.084
H 4.56 3.36 3.73 0.092
H 5.17 2.10 2.42 0.083
H 1.31 -0.50 2.09 0.106
H 1.20 1.32 2.42 0.116
H -1.39 -0.90 2.54 0.090
H -0.99 -1.24 -1.26 0.181
H 0.65 -1.88 -1.84 0.114
H 2.87 -1.45 -1.13 0.009
H 5.33 -1.21 -1.14 0.076
H 5.75 -2.89 -1.76 0.070
H 6.59 -2.20 -0.17 0.086
H 5.56 -4.21 1.54 0.108
H 3.29 -4.93 2.96 0.108
H 0.88 -5.06 3.23 0.129
H 1.12 -3.05 4.51 0.097
H 0.26 -1.92 3.33 0.028
H -0.72 -3.20 4.38 0.095
H -1.43 -5.26 2.57 0.094
H -0.61 -5.14 0.84 0.069
H -1.48 -3.64 1.70 0.077
Br -4.88 3.47 -0.96 0.694
C -5.91 3.74 0.67 -0.656
C -6.04 5.21 1.01 -0.659
Br -4.39 5.89 1.79 0.683
H -5.43 3.16 1.46 0.054
H -6.90 3.31 0.46 0.020
H -6.80 5.36 1.78 0.064
H -6.27 5.83 0.15 0.058
Br -9.02 2.02 -1.35 0.620
C -7.59 0.95 -2.11 -0.694
C -7.54 -0.43 -1.49 -0.686
Br -6.74 -0.37 0.29 0.593
H -6.66 1.51 -1.98 -0.017
H -7.82 0.88 -3.18 0.062
H -6.90 -1.09 -2.07 0.058
H -8.53 -0.89 -1.38 0.054
Br 0.30 -8.19 1.39 0.632
C 1.67 -8.46 0.02 -0.682
C 2.99 -7.87 0.45 -0.619
Br 3.00 -5.93 0.28 0.922
H 1.28 -8.02 -0.90 0.052
H 1.74 -9.54 -0.10 0.061
H 3.80 -8.22 -0.21 0.061
H 3.25 -8.10 1.48 0.060
Br 4.38 -1.88 -6.18 0.616
C 4.47 -3.67 -5.40 -0.686
C 3.15 -4.05 -4.77 -0.637
Br 2.91 -3.15 -3.05 0.808
H 5.30 -3.67 -4.70 0.050
H 4.70 -4.33 -6.23 0.063
H 3.13 -5.11 -4.53 0.064
H 2.29 -3.79 -5.38 0.047
Br -4.94 2.90 7.44 0.607
C -5.02 3.63 5.64 -0.702
C -3.67 3.59 4.97 -0.716
Br -2.51 5.01 5.64 0.595
H -5.44 4.64 5.72 0.053
H -5.73 2.99 5.11 0.056
H -3.77 3.79 3.90 0.007
H -3.14 2.65 5.12 0.042
```

Computed properties:
**Spin multiplicity**: 1
**Charge**: +1
**HOMO**: -10.2 eV
**Energy**: -772258.729 eV
**Gap between HOMO and LUMO**: 6.166 eV